# 1
Density functional theory data (ωB97M-V/def2-TZVPD) for C2H14Ni2O13 as an isolated structure at a distorted geometry.

Geometry as ORCA input:
```
! wB97M-V def2-TZVPD RIJCOSX def2/J DEFGRID3
* xyz 0 5
Ni -0.042 0.777 -3.247
Ni -2.683 -0.183 -1.006
O -3.343 -0.915 -4.768
O -2.107 0.409 -3.633
O -0.693 -3.281 1.019
O 2.029 0.680 -2.762
O -0.491 -0.023 -1.323
O 2.065 -2.247 1.232
O -1.171 0.109 0.495
O -0.651 -0.546 3.180
O -2.186 2.242 2.078
O -3.764 -0.657 -2.743
O 1.832 1.875 2.645
O 3.403 1.117 -0.133
O 0.992 0.179 0.357
C -0.149 0.022 -0.146
C -3.091 -0.341 -3.727
H -0.629 0.321 3.586
H 1.175 1.565 3.269
H -1.083 -3.957 0.465
H -0.740 -2.483 0.492
H 1.283 -2.723 1.510
H 2.261 0.349 -1.894
H -0.824 -0.374 2.255
H 1.712 1.319 1.875
H 2.858 0.981 -3.133
H 2.607 0.710 0.210
H -1.523 2.931 2.094
H 3.101 1.929 -0.539
H -1.881 1.632 1.406
H 1.732 -1.418 0.889
*
```

**E_HOMO (spin up / spin down)**: -10.135 / -9.488 eV
**Max |F|**: 9.37 eV/Å
**Energy relative to the best compared isomer or geometry (same formula, charge and spin)**: 268.3 kJ/mol
**Total energy**: -4079.23459 hartree
**Kohn-Sham gap (spin up / spin down)**: 8.2077 / 5.3005 eV
**⟨S²⟩**: 6.018

# 2
Density functional theory data (ωB97M-V/def2-TZVPD) for C16H28MnN8O4Te as an isolated structure.

Geometry as ORCA input:
```
! wB97M-V def2-TZVPD RIJCOSX def2/J DEFGRID3
* xyz 0 6
Te -0.059 -0.514 -3.187
Mn -0.798 1.102 -1.113
O 1.497 1.895 -0.845
O -2.980 0.830 -0.840
O 2.154 3.859 -1.438
O -2.628 2.071 -2.491
N -3.463 1.389 -1.861
N 1.277 3.061 -1.156
N -2.484 4.124 -0.359
N -0.044 3.356 -1.144
N 0.256 5.444 -2.233
N -0.494 0.473 1.006
N -1.732 4.903 -1.237
N -0.104 -0.321 3.417
C -0.462 4.562 -1.534
C -1.667 -0.289 1.499
C -1.380 -0.829 2.921
C 0.698 -0.416 1.082
C 0.644 -2.071 -1.903
C -0.280 1.628 1.906
C 2.401 -3.099 -0.613
C 0.184 -3.934 -0.437
C 0.967 -0.811 2.552
C 1.999 -2.148 -1.545
C 3.034 -1.230 -2.133
C 1.510 -3.996 -0.038
C 1.981 -5.011 0.967
C -1.729 -2.964 -1.704
C -0.265 -2.989 -1.360
C -0.122 1.136 3.366
H -2.975 4.735 0.279
H 1.231 5.228 -2.391
H 4.008 -1.409 -1.679
H -2.176 -1.993 -1.481
H -1.133 2.301 1.794
H -0.079 6.382 -2.350
H 1.912 -0.396 2.909
H -1.878 -3.123 -2.773
H 1.144 -5.561 1.395
H 3.116 -1.393 -3.209
H -1.865 -1.095 0.790
H -2.530 0.374 1.479
H -0.943 1.491 3.991
H 3.448 -3.140 -0.330
H -2.166 -0.526 3.615
H 2.528 -4.534 1.782
H 2.766 -0.182 -1.992
H 1.546 0.103 0.640
H -3.126 3.545 -0.886
H 0.612 2.153 1.563
H -1.339 -1.919 2.925
H 0.808 1.507 3.800
H 1.028 -1.897 2.648
H 0.497 -1.297 0.470
H -2.268 -3.736 -1.156
H -0.529 -4.633 -0.014
H 2.655 -5.733 0.501
H -2.202 5.540 -1.864
*
```

**E_HOMO (spin up / spin down)**: -6.618 / -6.702 eV
**Max |F|**: 0.55 eV/Å
**Energy relative to the best compared isomer or geometry (same formula, charge and spin)**: 0.0 kJ/mol
**Total energy**: -2784.36724 hartree
**Kohn-Sham gap (spin up / spin down)**: 6.0377 / 6.1205 eV
**⟨S²⟩**: 8.756

# 3
Density functional theory data (ωB97M-V/def2-TZVPD) for C27H20Cl5PPt as an isolated structure.

Geometry as ORCA input:
```
! wB97M-V def2-TZVPD RIJCOSX def2/J DEFGRID3
* xyz 2 1
Pt 0.694 0.724 -1.756
Cl 1.068 2.893 -3.130
Cl 5.466 4.828 -0.600
Cl 3.279 5.118 -2.835
Cl 5.421 2.365 1.280
Cl 3.250 0.224 1.030
P -0.319 -0.309 -0.079
C 2.295 2.833 -1.836
C -2.844 0.505 0.750
C 4.207 2.549 0.092
C 4.237 3.659 -0.753
C 0.720 -2.920 -0.920
C 3.268 3.802 -1.752
C 0.899 -0.175 4.314
C -1.738 -0.066 -2.899
C -1.775 -4.105 -0.761
C -4.609 1.105 -0.752
C 0.524 -4.286 -1.301
C -0.412 -2.122 -0.486
C -0.033 2.354 1.649
C -3.798 0.799 -1.838
C 0.625 1.007 3.642
C -2.502 0.339 -1.656
C -1.628 -2.742 -0.415
C -2.022 0.212 -0.337
C -4.140 0.949 0.540
C 2.004 -2.465 -0.882
C -0.712 -4.875 -1.217
C 0.779 -1.392 3.661
C 2.215 1.724 -0.992
C 0.139 -0.220 1.647
C 0.243 1.024 2.306
C 3.199 1.581 -0.030
C 0.394 -1.412 2.333
H -1.999 -1.078 -3.216
H -2.758 -4.555 -0.672
H -2.506 -2.197 -0.090
H 0.973 -2.320 4.181
H -1.031 2.405 1.218
H -4.187 0.916 -2.843
H -5.615 1.465 -0.923
H 0.045 3.155 2.381
H 1.199 -0.144 5.353
H 2.822 -3.113 -1.186
H 2.261 -1.475 -0.527
H -1.934 0.610 -3.729
H 0.714 1.950 4.167
H 0.676 2.569 0.849
H -2.470 0.387 1.759
H -4.776 1.181 1.385
H -0.622 -0.128 -2.835
H 1.385 -4.851 -1.642
H 0.286 -2.371 1.843
H -0.858 -5.911 -1.491
*
```

**E_HOMO**: -14.127 eV
**Max |F|**: 0.86 eV/Å
**Energy relative to the best compared isomer or geometry (same formula, charge and spin)**: 19.6 kJ/mol
**Total energy**: -3801.88962 hartree
**Kohn-Sham gap**: 5.1151 eV

# 4
Density functional theory data (ωB97M-V/def2-TZVPD) for C9H23LiN2O6 as an isolated structure at a distorted geometry.

Geometry as ORCA input:
```
! wB97M-V def2-TZVPD RIJCOSX def2/J DEFGRID3
* xyz 0 1
O 0.301 1.129 1.342
O -0.327 -1.622 0.936
O -4.618 0.968 0.631
O -3.805 0.345 2.535
O -2.539 0.387 0.784
O -0.298 1.514 -1.734
N -3.690 0.546 1.318
N -1.219 -1.115 -1.664
C -1.134 -0.423 -2.977
C 1.599 0.792 1.885
C -0.708 -2.158 2.182
C 2.474 0.239 0.803
C -0.190 -2.609 -0.070
C -0.222 0.814 -2.960
C 0.641 2.562 -1.722
C -0.057 -1.969 -1.438
C 2.237 2.020 2.562
Li -0.806 0.009 -0.121
H 0.186 -2.396 2.796
H -0.612 1.473 -3.750
H -1.268 -1.407 2.732
H 1.463 2.615 3.046
H 2.983 1.731 3.303
H 1.963 -0.449 0.133
H 3.313 -0.294 1.254
H -1.245 -3.107 2.119
H 1.463 0.011 2.645
H 0.479 3.137 -0.812
H 2.740 2.646 1.822
H -0.302 1.197 2.093
H 0.892 -1.444 -1.561
H -2.086 -1.638 -1.657
H -0.844 -1.106 -3.786
H 2.896 1.031 0.175
H 0.518 3.245 -2.569
H 1.664 2.167 -1.709
H 0.808 0.547 -3.235
H -1.125 -3.190 -0.067
H -2.143 -0.073 -3.209
H -0.003 -2.796 -2.166
H 0.618 -3.330 0.113
*
```

**E_HOMO**: -7.832 eV
**Max |F|**: 1.80 eV/Å
**Energy relative to the best compared isomer or geometry (same formula, charge and spin)**: 11.3 kJ/mol
**Total energy**: -925.11136 hartree
**Kohn-Sham gap**: 7.9677 eV

# 5
Density functional theory data (ωB97M-V/def2-TZVPD) for an isolated molecule of C20H28N4O2S2 at a distorted geometry.

Geometry as ORCA input:
```
! wB97M-V def2-TZVPD RIJCOSX def2/J DEFGRID3
* xyz 0 1
S -2.202 -1.555 -0.843
S 3.684 -1.984 0.155
O 6.148 0.424 -0.303
O 3.103 3.853 -1.653
N 2.038 -0.116 1.280
N 1.015 -1.499 -0.089
N 0.745 0.226 1.244
N 4.343 1.311 0.750
C 2.667 4.964 -0.909
C -4.978 -1.068 -1.079
C 5.192 0.316 0.433
C -1.288 -0.500 0.197
C 0.820 -2.616 -0.978
C -6.861 3.268 0.735
C 2.201 -1.144 0.485
C 0.452 -3.856 -0.215
C -2.102 0.444 0.769
C 0.116 -0.599 0.437
C -3.452 0.330 0.379
C -5.807 1.070 -0.029
C -6.094 -0.417 -0.262
C -4.563 1.215 0.853
C 4.349 2.579 0.062
C 3.174 2.651 -0.931
C -7.025 1.759 0.593
C 4.857 -0.998 1.139
C -0.578 -4.625 -0.508
C -3.664 -0.703 -0.486
H -7.223 1.321 1.574
H -5.023 -0.716 -2.116
H -1.720 1.185 1.446
H 3.419 5.298 -0.186
H 5.751 -1.617 1.202
H -4.214 2.249 0.857
H 1.109 -4.087 0.613
H -5.099 -2.154 -1.101
H -7.788 3.714 1.087
H 3.298 1.868 -1.684
H 2.490 5.761 -1.629
H -1.237 -4.401 -1.330
H -5.602 1.536 -1.000
H 4.268 3.380 0.803
H -7.895 1.559 -0.037
H -7.044 -0.538 -0.786
H -4.813 0.948 1.884
H -6.078 3.514 1.447
H 1.771 -2.779 -1.500
H 1.735 4.741 -0.376
H 3.484 1.062 1.245
H 2.232 2.474 -0.385
H -6.177 -0.920 0.705
H 4.415 -0.842 2.121
H 0.050 -2.366 -1.711
H 5.295 2.672 -0.474
H -0.799 -5.513 0.058
H -6.610 3.716 -0.224
*
```

**E_HOMO**: -7.942 eV
**Max |F|**: 1.19 eV/Å
**SMILES string**: C=CCn1c(SCC(=O)NCCOC)nnc1-c1cc2c(s1)CC[C@@H](CC)C2
**Energy relative to the best compared isomer or geometry (same formula, charge and spin)**: 131.7 kJ/mol
**Total energy**: -1944.77430 hartree
**Kohn-Sham gap**: 8.3639 eV

# 6
Density functional theory data (ωB97M-V/def2-TZVPD) for C5H5Cl2LuNO5Pm as an isolated structure at a distorted geometry.

Geometry as ORCA input:
```
! wB97M-V def2-TZVPD RIJCOSX def2/J DEFGRID3
* xyz 4 5
Lu -0.004 -0.218 0.313
Pm -1.036 -0.395 -2.949
Cl -1.173 1.716 -1.237
Cl -1.416 -2.282 -0.944
O 0.495 1.553 -5.529
O 0.730 -0.801 2.780
O 0.341 -3.229 -4.748
O 1.693 2.553 1.256
O -1.293 -0.776 1.882
N -1.060 -0.666 5.150
C 0.024 -2.282 -4.163
C -0.504 -1.088 2.862
C 0.123 0.867 -4.681
C -1.232 -1.663 4.048
C 1.139 1.601 0.842
H -0.800 -2.657 4.280
H -2.269 -1.753 3.723
H -0.065 -0.570 5.366
H -1.453 0.241 4.859
H -1.570 -1.007 5.960
*
```

**E_HOMO (spin up / spin down)**: -24.534 / -24.534 eV
**Max |F|**: 10.89 eV/Å
**Energy relative to the best compared isomer or geometry (same formula, charge and spin)**: 262.0 kJ/mol
**Total energy**: -3387.19273 hartree
**Kohn-Sham gap (spin up / spin down)**: 7.3463 / 8.0520 eV
**⟨S²⟩**: 6.005

# 7
Density functional theory data (ωB97M-V/def2-TZVPD) for C35H52AsOP3PtSe as an isolated structure at a distorted geometry.

Geometry as ORCA input:
```
! wB97M-V def2-TZVPD RIJCOSX def2/J DEFGRID3
* xyz 4 5
Pt 2.115 1.538 -0.514
Se 3.010 0.833 -2.481
As -3.052 -0.854 -0.260
P 1.238 1.661 1.613
P 0.399 2.587 -1.764
P 4.347 2.086 0.054
O -1.668 0.079 -0.556
C -4.283 -2.526 -2.306
C -1.907 -3.490 0.072
C -1.627 -4.673 0.769
C 4.516 3.342 1.365
C -4.713 -0.394 -4.082
C -6.132 1.554 2.420
C 2.784 -1.756 -1.109
C 4.534 -3.431 -1.153
C -5.439 -0.512 1.352
C 3.321 -2.958 -0.635
C 1.130 4.089 -2.486
C -1.943 -4.778 2.127
C -0.212 1.546 -3.120
C -4.091 -0.158 -2.848
C -2.536 -2.429 0.736
C -4.096 1.498 1.101
C 1.028 -2.477 2.260
C 5.315 2.819 -1.304
C -6.348 0.198 2.147
C 5.257 0.598 0.554
C -0.368 0.867 1.799
C 4.698 -1.488 -2.588
C -1.127 3.155 -0.959
C -4.892 -2.753 -3.547
C -2.812 -2.513 2.105
C 1.051 3.414 2.074
C 3.512 -0.982 -2.023
C 2.311 0.907 2.879
C -5.010 2.205 1.895
C -3.878 -1.227 -1.967
C 2.237 -2.707 3.063
C -4.308 0.141 0.840
C -2.521 -3.695 2.797
C 5.212 -2.705 -2.140
C -5.111 -1.690 -4.431
H 5.584 3.583 1.461
H -1.167 -5.512 0.243
H 2.787 -3.521 0.134
H 1.243 -1.500 1.575
H 0.766 -3.261 1.535
H 6.306 3.077 -0.903
H 3.347 1.254 2.797
H 2.034 3.871 2.238
H -4.884 0.439 -4.765
H -0.780 0.531 0.807
H -0.934 3.641 0.003
H 2.124 3.882 -2.897
H -5.603 -1.569 1.142
H -1.626 3.871 -1.629
H 4.826 3.733 -1.664
H -5.197 -3.765 -3.818
H -3.264 -1.666 2.624
H -5.593 -1.869 -5.392
H 4.813 0.157 1.454
H 0.133 -2.261 2.863
H 0.463 4.449 -3.280
H 6.143 -3.079 -2.570
H -3.214 1.993 0.692
H 4.945 -4.377 -0.797
H -1.649 -3.394 -0.985
H 1.921 1.189 3.868
H 3.202 -2.747 2.563
H -0.279 -0.021 2.441
H 3.976 4.251 1.071
H 1.211 4.855 -1.705
H 0.467 3.458 3.003
H -4.838 3.263 2.102
H -6.839 2.106 3.043
H 0.528 3.973 1.289
H -2.753 -3.767 3.861
H 5.429 2.120 -2.143
H -1.087 1.564 2.254
H 2.155 -2.929 4.125
H 1.822 -1.379 -0.752
H -0.868 0.771 -2.696
H -7.223 -0.314 2.554
H -3.772 0.848 -2.568
H 5.204 -0.904 -3.358
H -1.733 -5.704 2.666
H 5.236 -0.149 -0.250
H -0.776 2.189 -3.810
H 2.298 -0.190 2.801
H -4.127 -3.348 -1.606
H 0.623 1.071 -3.655
H 6.297 0.885 0.763
H 4.142 3.003 2.337
H -1.766 2.273 -0.816
*
```

**E_HOMO (spin up / spin down)**: -16.696 / -18.110 eV
**Max |F|**: 4.34 eV/Å
**Energy relative to the best compared isomer or geometry (same formula, charge and spin)**: 0.0 kJ/mol
**Total energy**: -7219.13604 hartree
**Kohn-Sham gap (spin up / spin down)**: 5.0972 / 3.8076 eV
**⟨S²⟩**: 6.041

# 8
Density functional theory data (ωB97M-V/def2-TZVPD) for a 2-piece molecular cluster, C3H8P2 overall at a distorted geometry.

Geometry as ORCA input:
```
! wB97M-V def2-TZVPD RIJCOSX def2/J DEFGRID3
* xyz 0 1
P -1.499 -0.232 -0.288
P -1.079 2.074 1.946
C 1.298 -0.814 -0.149
C 0.009 -1.214 -0.853
C -0.890 1.148 0.598
H -0.799 3.379 1.585
H 1.454 -0.634 0.990
H 0.061 1.857 -1.035
H 0.196 -1.023 -1.887
H -0.228 -2.368 -0.798
H 2.162 -1.442 -0.514
H -2.137 -1.009 0.842
H 1.454 0.277 -0.438
*
```

**E_HOMO (spin up / spin down)**: -8.144 / -8.371 eV
**Max |F|**: 3.41 eV/Å
**Energy relative to the best compared isomer or geometry (same formula, charge and spin)**: 444.9 kJ/mol
**Total energy**: -801.58192 hartree
**Kohn-Sham gap (spin up / spin down)**: 7.5297 / 7.6755 eV